ORCA calculation (the ωB97M-V functional and the def2-TZVPD basis) on a 2-piece molecular cluster, C4H6S3 overall in a non-equilibrium geometry.

Structure (XYZ):
```
13
C4H6S3, DFT the ωB97M-V functional and the def2-TZVPD basis
C 1.6707 0.4544 -0.0920
C 0.1086 0.7655 0.2340
C -0.9081 -0.2775 0.8493
C -1.8427 -0.4254 -0.3780
H 0.5798 -1.5727 -1.6378
H 2.2728 0.5852 0.9839
H 1.8679 1.3037 -0.7811
H 0.2347 1.7221 0.7411
H -1.3848 -0.0191 1.8703
H -0.4450 -1.2774 0.8781
S 2.1586 -1.2014 -0.7638
S -3.4526 -0.8038 -0.5301
S -0.8599 0.7464 -1.3738
```

## Properties
LUMO ... -0.6 eV
Calculated total energy ... -36747.4969 eV
Largest force on an atom ... 4.12 eV Å⁻¹
Energy relative to the best compared isomer or geometry (same formula, charge and spin) ... 63.7 kcal per mole
E_HOMO ... -8.9 eV



ORCA calculation (the ωB97M-V functional and the def2-TZVPD basis) on a 2-piece molecular cluster, C4H13N3O overall.

Structure (XYZ):
```
21
C4H13N3O, DFT the ωB97M-V functional and the def2-TZVPD basis
C 0.1446 -2.2131 0.4674
N 0.8443 -3.3545 -0.0745
N 0.9776 -1.4221 1.3697
H 1.1492 -3.9653 0.6776
H 1.6775 -3.0377 -0.5599
H 1.1206 -1.9191 2.2440
H 0.5100 -0.5486 1.5865
H -0.1427 -1.5636 -0.3635
H -0.7746 -2.5899 0.9460
C 1.1787 1.3495 -0.7203
N -0.1987 1.2041 -0.3088
C -1.1980 1.7097 -1.1185
C -2.3889 2.1364 -0.7101
O -0.3638 1.4309 1.0647
H -0.3864 2.3889 1.2361
H -0.9420 1.6684 -2.1681
H 1.5388 2.3875 -0.6285
H 1.2669 1.0374 -1.7548
H 1.7856 0.6947 -0.1006
H -2.6667 2.1559 0.3335
H -3.1322 2.4503 -1.4178
```

## Properties
LUMO ... 0.8 eV
Calculated total energy ... -10874.2072 eV
SMILES ... C=CN(C)O.NCN
Largest force on an atom ... 0.41 eV Å⁻¹
Energy relative to the best compared isomer or geometry (same formula, charge and spin) ... 80.0 kcal per mole
E_HOMO ... -8.4 eV



ORCA calculation (the ωB97M-V functional and the def2-TZVPD basis) on C2H4LiO2Pb as an isolated structure in a non-equilibrium geometry.

Structure (XYZ):
```
10
C2H4LiO2Pb, DFT the ωB97M-V functional and the def2-TZVPD basis
O 2.0335 0.0366 1.4627
H 2.8360 -0.4175 1.7148
C 0.2476 -0.3175 -1.3203
C -0.8223 0.3273 -0.7834
O -1.2147 0.2047 0.4871
H 0.7043 -1.1573 -0.7832
H 0.5244 -0.1207 -2.3572
H -1.6056 0.6772 -1.4763
Pb -2.9821 0.9129 1.4523
Li 0.2788 -0.1457 1.6036
```

## Properties
LUMO (spin up / spin down) ... 3.1 / 3.0 eV
Calculated total energy ... -11686.5028 eV
Total charge ... -1
Largest force on an atom ... 1.96 eV Å⁻¹
E_HOMO (spin up / spin down) ... -2.0 / -2.0 eV



ORCA calculation (the ωB97M-V functional and the def2-TZVPD basis) on C30H34F4N6O3Se2Te2W as an isolated structure in a non-equilibrium geometry.

Structure (XYZ):
```
82
C30H34F4N6O3Se2Te2W, DFT the ωB97M-V functional and the def2-TZVPD basis
W -0.7435 -1.0452 -1.9430
C 0.9659 1.3948 -5.7366
N 1.5743 1.1839 -4.4294
C 2.3105 2.3558 -4.0041
C 2.3033 -0.0567 -4.2763
C 2.5129 -0.5213 -2.8070
N 1.3453 -1.1959 -2.2532
C 1.4644 -2.3889 -1.5624
C 0.1894 -2.9595 -1.2663
F -2.2631 -2.0391 -1.6864
C 0.1531 -4.0847 -0.4719
F -1.0602 -4.5600 -0.0761
C 1.2824 -4.7855 -0.0679
C 2.5036 -4.2302 -0.3913
F 3.6175 -4.8580 0.0161
C 2.6226 -3.0414 -1.1025
F 3.8599 -2.5101 -1.2353
H 1.7193 1.6160 -6.4996
H 0.2834 2.2511 -5.6724
H 0.3867 0.5225 -6.0703
H 2.6334 2.2503 -2.9686
H 1.6513 3.2193 -4.0709
H 3.1996 2.5232 -4.6224
H 3.3155 0.0351 -4.7011
H 1.7801 -0.8454 -4.8338
H 2.7306 0.3530 -2.1750
H 3.3880 -1.1729 -2.8068
H 1.2090 -5.7271 0.4522
Se -0.6902 -2.1363 -4.0963
Te -1.7253 0.3631 -3.7115
Te -2.7648 1.9743 -5.5770
Se -0.2664 1.3769 -1.9934
O 1.5356 -1.5515 1.4861
C 0.4075 -1.1585 1.3441
N -0.4907 -0.8720 2.3272
C -1.8212 -0.6426 1.7942
C -1.4363 -0.4914 0.3358
O -2.1315 -0.0453 -0.6127
N -0.2065 -0.8903 0.0971
C -2.6567 -1.9337 1.8514
C -2.4182 -2.8659 2.8535
C -3.0636 -4.0901 2.8393
C -3.9610 -4.3939 1.8296
C -4.2427 -3.4478 0.8603
C -3.6079 -2.2176 0.8803
C -2.5754 0.5269 2.3839
C -2.2137 1.0792 3.6070
C -2.9782 2.0935 4.1591
C -4.1055 2.5586 3.5030
C -4.4519 2.0300 2.2719
C -3.6903 1.0199 1.7153
H -0.3027 -1.1792 3.2673
H -1.7216 -2.6419 3.6479
H -2.8473 -4.8078 3.6174
H -4.4473 -5.3579 1.7989
H -4.9456 -3.6687 0.0714
H -3.8580 -1.4982 0.1115
H -1.3414 0.7192 4.1326
H -2.7024 2.5066 5.1183
H -4.7187 3.3266 3.9473
H -5.3262 2.3854 1.7484
H -3.9694 0.6219 0.7532
C 3.8282 0.9026 0.6911
N 3.0357 2.0268 1.1499
C 3.8143 3.1741 1.5707
C 1.7122 2.0651 0.8712
O 1.2201 1.2836 0.0390
N 0.9385 2.9870 1.5099
C 1.1443 3.3800 2.8906
C -0.4009 3.2224 1.0127
H 4.5947 0.7063 1.4415
H 4.3133 1.1175 -0.2678
H 3.1977 0.0195 0.5913
H 4.6508 3.2979 0.8776
H 4.2289 3.0362 2.5744
H 3.2105 4.0772 1.5453
H 1.9707 2.8258 3.3302
H 0.2348 3.1586 3.4578
H 1.3419 4.4541 2.9644
H -0.3804 3.2941 -0.0765
H -0.7598 4.1683 1.4123
H -1.0951 2.4282 1.3144
```

## Properties
LUMO (spin up / spin down) ... -2.0 / -2.0 eV
Calculated total energy ... -204717.3720 eV
Largest force on an atom ... 6.60 eV Å⁻¹
E_HOMO (spin up / spin down) ... -7.2 / -7.2 eV



ORCA calculation (the ωB97M-V functional and the def2-TZVPD basis) on C51H70GeN3O10P2STi as an isolated structure in a non-equilibrium geometry.

Structure (XYZ):
```
139
C51H70GeN3O10P2STi, DFT the ωB97M-V functional and the def2-TZVPD basis
Ti -1.1884 0.5919 1.0754
C -0.1863 6.6030 3.0044
C -0.6930 5.3463 2.3289
C -1.7462 5.6113 1.2705
O 0.4656 4.7219 1.6876
P 0.6235 3.1623 1.6742
O -0.6476 2.4970 1.2378
C 2.0987 3.0488 0.6218
P 1.7315 3.6477 -1.0722
O 0.3059 3.5964 -1.4161
O 2.2804 5.0964 -1.3073
C 3.4941 5.7886 -0.9287
C 4.7034 4.8743 -0.8316
C 3.2371 6.5595 0.3546
O 2.6609 2.6287 -1.8811
C 2.9163 2.7269 -3.3144
C 1.6439 2.7658 -4.1478
C 3.7920 1.5391 -3.6731
O 0.9965 2.8576 3.1743
C 1.7713 1.8125 3.8328
C 1.5218 1.9903 5.3200
C 3.2533 1.9589 3.5249
H -1.0133 7.1301 3.4788
H 0.2722 7.2613 2.2655
H 0.5535 6.3568 3.7659
H -1.0831 4.6509 3.0784
H -1.3548 6.3050 0.5250
H -2.6361 6.0434 1.7273
H -2.0106 4.6808 0.7680
H 2.4567 2.0259 0.5579
H 2.8507 3.6760 1.0965
H 3.6458 6.4934 -1.7470
H 4.6295 4.2100 0.0312
H 5.5987 5.4836 -0.7180
H 4.8177 4.2693 -1.7308
H 2.9832 5.8777 1.1682
H 2.4055 7.2493 0.2159
H 4.1237 7.1288 0.6313
H 3.4728 3.6543 -3.4827
H 1.0645 1.8498 -4.0171
H 1.9127 2.8541 -5.2004
H 1.0221 3.6145 -3.8704
H 4.5750 1.4055 -2.9265
H 3.2006 0.6237 -3.7283
H 4.2560 1.7012 -4.6452
H 1.4047 0.8450 3.4953
H 1.9687 2.9234 5.6658
H 1.9686 1.1563 5.8606
H 0.4561 2.0283 5.5312
H 3.5730 2.9835 3.7221
H 3.4881 1.7030 2.4928
H 3.8156 1.2859 4.1708
S -4.0742 2.1911 4.1637
C -2.7671 1.5622 5.0715
C -1.8277 0.9683 4.2856
C -2.1318 1.0001 2.8961
C -3.3230 1.6441 2.6910
C -3.8668 1.9086 1.3761
C -5.1566 2.3946 1.1657
C -5.5937 2.6141 -0.1243
C -4.7080 2.4054 -1.1721
C -3.4384 1.9479 -0.8844
N -3.0223 1.6616 0.3515
H -2.7714 1.6744 6.1453
H -0.9526 0.4835 4.6906
H -5.7958 2.5800 2.0177
H -6.6054 2.9466 -0.3143
H -4.9960 2.5878 -2.1967
H -2.7270 1.8310 -1.6869
N -0.4480 0.6483 -1.0714
C 0.5203 -0.3706 -1.5180
C 1.6703 -0.5955 -0.5302
C 1.1487 -0.8052 0.8823
O 1.2630 -1.8523 1.4592
O 0.5715 0.2813 1.4089
H -0.1159 1.6008 -1.2336
H -1.2993 0.5268 -1.6168
H 0.9433 -0.0977 -2.4865
H -0.0164 -1.3067 -1.6518
H 2.3378 0.2681 -0.5561
H 2.2296 -1.4849 -0.8053
C -0.8221 -2.4227 6.2181
C -1.7615 -2.9335 5.1137
C -3.2226 -2.6215 5.4772
C -1.5755 -4.4428 4.9189
C -1.4392 -2.2239 3.8721
N -1.1908 -1.6485 2.9099
H -1.0027 -2.9879 7.1326
H -1.0039 -1.3682 6.4245
H 0.2219 -2.5516 5.9312
H -3.4328 -2.9943 6.4804
H -3.9086 -3.1044 4.7811
H -3.4112 -1.5479 5.4605
H -1.8331 -4.9564 5.8453
H -0.5428 -4.6818 4.6646
H -2.2222 -4.8140 4.1240
O -2.8874 -0.7868 -1.5232
C -2.5252 -1.4557 -0.5708
O -2.0154 -0.8935 0.5101
C -2.5936 -2.9643 -0.5871
C -1.2010 -3.6232 -0.6786
Ge -0.4802 -4.0837 -2.5026
C -1.3518 -5.7607 -3.0603
C -1.7660 -5.9359 -4.3790
C -2.3013 -7.1444 -4.8007
C -2.4275 -8.1982 -3.9076
C -2.0307 -8.0345 -2.5883
C -1.5016 -6.8230 -2.1695
C 1.4526 -4.4618 -2.2843
C 1.8787 -5.6870 -1.7764
C 3.2292 -5.9859 -1.6663
C 4.1806 -5.0579 -2.0616
C 3.7749 -3.8334 -2.5718
C 2.4228 -3.5433 -2.6831
C -0.5520 -2.8467 -4.0551
C 0.3432 -3.1260 -5.0907
C 0.4228 -2.3092 -6.2088
C -0.4074 -1.2022 -6.3196
C -1.3272 -0.9341 -5.3168
C -1.4004 -1.7512 -4.1949
H -3.2215 -3.2686 -1.4226
H -3.0754 -3.2677 0.3456
H -1.2596 -4.6053 -0.2056
H -0.4725 -3.0577 -0.0951
H -1.6672 -5.1185 -5.0841
H -2.6183 -7.2642 -5.8289
H -2.8371 -9.1436 -4.2384
H -2.1325 -8.8527 -1.8865
H -1.2021 -6.7078 -1.1327
H 1.1464 -6.4290 -1.4803
H 3.5394 -6.9483 -1.2797
H 5.2345 -5.2908 -1.9808
H 4.5109 -3.1065 -2.8944
H 2.1172 -2.5969 -3.1165
H 0.9901 -3.9931 -5.0189
H 1.1338 -2.5375 -6.9928
H -0.3461 -0.5617 -7.1904
H -1.9983 -0.0883 -5.4097
H -2.1306 -1.5288 -3.4295
```

## Properties
LUMO ... -2.5 eV
Calculated total energy ... -188017.7739 eV
Total charge ... +1
Largest force on an atom ... 1.53 eV Å⁻¹
E_HOMO ... -10.5 eV



ORCA calculation (the ωB97M-V functional and the def2-TZVPD basis) on C2H3FeLiO2 as an isolated structure in a non-equilibrium geometry.

Structure (XYZ):
```
9
C2H3FeLiO2, DFT the ωB97M-V functional and the def2-TZVPD basis
H -1.8771 0.7664 0.3632
O -1.8558 1.1270 -0.5443
C -0.5718 0.8165 -0.6902
C -0.0233 0.2635 0.4010
O 1.1079 -0.3460 0.5316
Fe 2.8369 -1.5864 0.1897
Li 1.1273 -2.3642 0.1310
H -0.2117 0.8260 -1.7090
H -0.5323 0.4972 1.3271
```

## Properties
Multiplicity ... 5
LUMO (spin up / spin down) ... -11.2 / -10.9 eV
Calculated total energy ... -40786.6289 eV
Total charge ... +2
<S²> ... 6.10
Largest force on an atom ... 4.41 eV Å⁻¹
E_HOMO (spin up / spin down) ... -18.5 / -19.4 eV



Q: What is the formula in the second record?
A: C4H13N3O